This record from the Open Molecules 2025 dataset describes a 2-piece molecular cluster, C6H12N overall at a distorted geometry. The level of theory is wB97M-V/def2-TZVPD.

Geometry as ORCA input:
```
! RIJCOSX wB97M-V def2-TZVPD def2/J DEFGRID3
* xyz 1 1
C 0.31697 2.54866 0.34714
C 1.36456 1.94668 0.52937
C -2.17543 -2.09180 -0.24866
C -1.12556 -1.23605 -0.27208
C 2.55826 1.27680 0.86015
C 0.30499 -1.48761 -0.50197
N -1.45291 0.29420 -0.29886
H -0.55952 0.94847 -0.30096
H -1.96816 -3.16341 -0.17675
H -3.16324 -1.75560 -0.05811
H 3.43768 1.85075 0.70721
H 2.48744 0.41892 0.34985
H 2.28872 0.92187 1.82666
H 1.06486 -0.93682 0.12201
H 0.70775 -1.19652 -1.56061
H 0.57445 -2.55084 -0.43993
H -1.97894 0.49418 -1.17050
H -0.45838 3.11539 -0.05550
H -2.22352 0.60274 0.34153
*
```

The calculation puts the total energy at -7896.5105 eV. The value obtained for the LUMO energy is -0.122 Ha. The HOMO-LUMO gap is 0.394 hartree. For the largest force on an atom, the calculation gives 0.0834 hartree/bohr. The calculation puts the HOMO energy at -14.0 eV. Its energy relative to the best compared isomer or geometry (same formula, charge and spin) is 342.6 kJ/mol.

This record from the Open Molecules 2025 dataset describes one molecule with the formula C16H23N3O4S at a distorted geometry. The level of theory is wB97M-V/def2-TZVPD.

Geometry as ORCA input:
```
! RIJCOSX wB97M-V def2-TZVPD def2/J DEFGRID3
* xyz 0 1
C -3.75541 -2.89955 0.90447
H -4.28804 -3.64779 0.32029
C -4.37493 -1.52272 0.69039
C -4.36011 -1.06616 -0.78557
N -3.26530 -0.26183 -1.27694
C -1.93976 -0.82787 -1.30640
C -1.10289 -0.51810 -0.05482
N -1.06870 0.91747 0.14021
S -0.02572 1.34491 1.39418
O -0.16668 2.75567 1.61171
O -0.21510 0.47660 2.52311
C 1.56997 0.99451 0.65852
C 2.36590 0.05787 1.29072
C 3.61686 -0.24641 0.77760
C 4.04484 0.40010 -0.38903
C 3.23260 1.34238 -1.00345
C 1.98014 1.66017 -0.49052
C 1.10032 2.66446 -1.15581
H 0.70308 3.35097 -0.41236
H 0.25086 2.16335 -1.61703
H 1.64653 3.21738 -1.91545
H 3.58401 1.82870 -1.90182
N 5.27919 0.04261 -0.92638
C 6.17751 -0.74601 -0.28072
O 7.22320 -1.08676 -0.77883
C 5.77510 -1.10113 1.14598
H 6.20271 -2.07030 1.41043
O 4.38402 -1.19832 1.37847
H 6.21552 -0.33509 1.80555
H 5.52642 0.38185 -1.84720
H 2.00278 -0.43176 2.17913
C -2.40003 1.47315 0.30374
C -3.23268 1.14267 -0.94253
H -4.25187 1.50618 -0.80760
H -2.78394 1.66919 -1.79437
H -2.28491 2.55115 0.42070
H -2.87518 1.07564 1.21142
H -0.07336 -0.85678 -0.19350
H -1.51217 -1.01162 0.83574
H -2.01128 -1.90597 -1.45143
H -1.41706 -0.39479 -2.16924
H -5.26488 -0.48362 -0.98065
H -4.40623 -1.95673 -1.42193
H -5.41471 -1.56089 1.02292
H -3.86460 -0.78834 1.31328
H -3.81711 -3.17990 1.95393
H -2.70896 -2.91854 0.61109
*
```

The calculation puts the total energy at -40460.5223 eV. The value obtained for the LUMO energy is 0.017 Ha. The HOMO-LUMO gap is 0.324 hartree. For the largest force on an atom, the calculation gives 0.0199 hartree/bohr. The calculation puts the HOMO energy at -8.3 eV. Its energy relative to the best compared isomer or geometry (same formula, charge and spin) is 129.4 kJ/mol. The structure (SMILES) is CCCN1CCN(S(=O)(=O)c2cc3c(cc2C)NC(=O)CO3)CC1.

This record from the Open Molecules 2025 dataset describes C19H35MgN4O as an isolated structure at a distorted geometry. The level of theory is wB97M-V/def2-TZVPD.

Geometry as ORCA input:
```
! RIJCOSX wB97M-V def2-TZVPD def2/J DEFGRID3
* xyz 1 1
Mg 0.52878 -0.36720 -0.02414
C -2.64517 0.69669 -2.48415
C -1.95543 -0.44222 -1.74507
C -2.20458 -1.75551 -2.51493
O -0.62078 -0.08032 -1.51468
H -2.14201 0.84262 -3.44469
H -2.61145 1.62885 -1.92156
H -3.67880 0.46631 -2.76693
H -2.38008 -0.54300 -0.73165
H -1.87539 -1.66059 -3.54728
H -3.27515 -1.95361 -2.45407
H -1.68530 -2.56690 -1.99862
C -0.98717 5.79698 2.77681
C -0.98193 4.30511 2.49400
C 0.37927 3.80204 2.01440
C 0.38742 2.41325 1.56605
N 0.34654 1.33304 1.19720
H -0.75914 6.42282 1.91200
H -0.28083 6.07257 3.56586
H -1.95297 6.12884 3.15858
H -1.79000 4.09172 1.79518
H -1.21677 3.80623 3.43749
H 1.16774 3.93363 2.75547
H 0.66941 4.38705 1.13376
C -4.67165 -0.48720 0.72850
C -4.25220 -1.88092 1.17612
C -3.15082 -1.90132 2.25091
C -1.83490 -1.48408 1.78340
N -0.78086 -1.19607 1.43658
H -5.52215 -0.14487 1.31247
H -4.87107 -0.48171 -0.34188
H -3.86621 0.24560 0.82796
H -4.02742 -2.57488 0.36518
H -5.04586 -2.42296 1.70282
H -2.99065 -2.89065 2.68672
H -3.43746 -1.24577 3.07703
C 1.07992 -6.10527 -0.61482
C 2.50104 -5.62823 -0.28327
C 2.85329 -4.27999 -0.93158
C 1.91583 -3.19848 -0.61922
N 1.20184 -2.32722 -0.42813
H 1.11390 -6.95845 -1.28729
H 0.49101 -5.30225 -1.06378
H 0.52581 -6.38992 0.27795
H 3.23435 -6.30013 -0.73465
H 2.69086 -5.66692 0.78862
H 2.79396 -4.46055 -2.00676
H 3.84004 -3.90328 -0.66306
C 3.66490 3.87714 -1.08350
C 4.78428 2.93214 -0.70455
C 4.62657 1.48106 -1.19875
C 3.36037 0.81098 -0.91815
N 2.35985 0.29845 -0.71085
H 3.57353 3.87165 -2.17892
H 3.93469 4.91036 -0.87662
H 2.69320 3.56888 -0.70277
H 4.89718 2.92849 0.38263
H 5.73216 3.26323 -1.12634
H 5.35894 0.83647 -0.70419
H 4.78750 1.44827 -2.27687
*
```

The calculation puts the total energy at -33720.5915 eV. The value obtained for the LUMO energy is -0.077 Ha. The HOMO-LUMO gap is 0.292 hartree. For the largest force on an atom, the calculation gives 0.0324 hartree/bohr. The calculation puts the HOMO energy at -10.1 eV.

This record from the Open Molecules 2025 dataset describes C3H7N3O2 as an isolated structure at a distorted geometry. The level of theory is wB97M-V/def2-TZVPD.

Geometry as ORCA input:
```
! RIJCOSX wB97M-V def2-TZVPD def2/J DEFGRID3
* xyz 0 1
C -1.63312 0.96307 -1.41418
C 0.02657 -0.41122 -0.70079
C 1.52280 0.27700 1.79003
H -2.68233 0.45146 -0.73359
H -1.58097 0.36633 -2.60899
H -1.51432 2.14000 -1.77581
H -1.97937 0.65508 0.52073
H 0.71948 -2.18547 0.23180
H 2.22472 0.59156 2.61530
H 1.29245 1.13357 0.97487
N -0.30266 0.86540 -0.48667
N 0.48422 -1.17987 0.41680
N 1.27814 -0.86604 1.49139
O -0.84037 0.91438 0.93392
O 0.06600 -0.89713 -1.83709
*
```

The calculation puts the total energy at -11781.9806 eV. The value obtained for the LUMO energy is 0.006 Ha. The HOMO-LUMO gap is 0.346 hartree. For the largest force on an atom, the calculation gives 0.1431 hartree/bohr. The calculation puts the HOMO energy at -9.3 eV. Its energy relative to the best compared isomer or geometry (same formula, charge and spin) is 900.5 kJ/mol.

This record from the Open Molecules 2025 dataset describes a 9-piece molecular cluster, C22H55N4O10PS9 overall at a distorted geometry. The level of theory is wB97M-V/def2-TZVPD.

Geometry as ORCA input:
```
! RIJCOSX wB97M-V def2-TZVPD def2/J DEFGRID3
* xyz 0 1
N 0.68201 -4.37903 -0.39127
C -0.08715 -4.98303 -1.01482
O -0.88238 -5.67851 -1.75026
C -1.63080 -4.92751 -2.72852
P -0.84097 -5.11607 -4.40353
N 0.73095 -5.16634 -4.36032
C -3.00770 -5.74516 -2.81132
N -4.13185 -4.83839 -2.80623
C -3.65240 -3.77894 -1.97904
O -4.26227 -3.18425 -1.15118
C -2.17306 -3.58023 -2.34334
N -2.25345 -2.66383 -3.50622
C -1.46037 -1.73399 -3.56570
S -0.42192 -0.60508 -3.73866
H -1.33328 -4.05053 -5.17151
H -1.37330 -6.28092 -4.98203
H 1.06596 -5.07724 -3.41219
H -3.03656 -6.54762 -3.52128
H -3.03035 -6.24137 -1.84920
H -4.35981 -4.51738 -3.73812
H -1.68237 -3.05102 -1.53895
C 2.10530 -7.81350 -8.91042
S 1.57626 -7.40136 -7.24263
O 0.11025 -7.67882 -7.17349
C 1.75263 -5.63210 -7.37262
H 2.02055 -8.89090 -9.03216
H 1.46417 -7.30852 -9.63281
H 3.14364 -7.51016 -9.04220
H 1.13826 -5.24508 -8.18761
H 2.80209 -5.38837 -7.53451
H 1.42691 -5.21348 -6.42390
C 0.59025 3.20442 -0.48429
S -0.60072 2.02330 -1.12637
O -0.68940 2.26083 -2.59175
C -2.03192 2.79040 -0.37829
H 1.56977 2.92926 -0.87154
H 0.32677 4.20688 -0.82120
H 0.59239 3.15290 0.60504
H -2.11944 3.82194 -0.72144
H -1.93502 2.75500 0.70868
H -2.91306 2.22979 -0.68424
C -3.05883 2.64137 5.31375
S -3.23903 2.18196 3.59493
O -1.94538 2.50048 2.91873
C -4.39015 3.49238 3.16720
H -2.33898 1.97166 5.77575
H -2.70227 3.66828 5.38730
H -4.01765 2.53950 5.81718
H -3.93808 4.46022 3.38600
H -5.30905 3.36283 3.73770
H -4.60719 3.41507 2.10394
C 5.73506 -1.66929 -0.06310
S 4.69998 -2.79817 -0.99416
O 4.57397 -2.23464 -2.36899
C 3.17775 -2.41346 -0.13514
H 6.74156 -1.71503 -0.47513
H 5.34711 -0.65671 -0.14972
H 5.75602 -1.97028 0.98286
H 2.97683 -1.34552 -0.23420
H 3.27123 -2.68447 0.91586
H 2.36454 -2.99572 -0.58125
C -0.32151 6.79944 5.00434
S -1.34184 6.18922 6.34993
O -2.75554 6.46877 5.97938
C -0.85106 7.43651 7.54476
H -0.51245 6.17267 4.13610
H -0.58801 7.83257 4.78201
H 0.72866 6.72538 5.28560
H -1.07917 8.42780 7.15364
H 0.21484 7.34045 7.74913
H -1.41602 7.26085 8.45705
C 3.44051 -1.60281 -7.91923
S 2.38647 -2.43203 -6.72032
O 0.98665 -2.01325 -7.01129
C 2.94547 -1.49845 -5.30118
H 3.22104 -2.01795 -8.90062
H 3.22913 -0.53349 -7.91598
H 4.48461 -1.78752 -7.66757
H 2.77034 -0.43555 -5.47695
H 4.00109 -1.69658 -5.12918
H 2.37537 -1.83604 -4.44078
C -5.70328 3.92475 8.40263
S -4.01215 4.45145 8.69873
O -3.11743 3.33485 8.29710
C -4.12521 4.42314 10.49237
H -5.83953 3.83582 7.32741
H -5.87502 2.95990 8.87983
H -6.38878 4.67439 8.79597
H -4.40214 3.42396 10.82818
H -4.86416 5.15473 10.81819
H -3.14847 4.68708 10.89048
C 3.00192 2.59780 2.59522
S 4.13105 1.82191 1.43380
O 4.62451 0.57520 2.07207
C 5.43475 3.04743 1.58454
H 2.12498 1.96020 2.68176
H 3.48728 2.69260 3.56621
H 2.70846 3.57663 2.21592
H 5.75570 3.11180 2.62388
H 5.06603 4.01192 1.23635
H 6.26544 2.72669 0.96074
*
```

The calculation puts the total energy at -156937.3999 eV. The value obtained for the LUMO energy is 0.005 Ha. The HOMO-LUMO gap is 0.310 hartree. For the largest force on an atom, the calculation gives 0.0618 hartree/bohr. The calculation puts the HOMO energy at -8.3 eV.

This record from the Open Molecules 2025 dataset describes one molecule with the formula C2H4N2 at a distorted geometry. The level of theory is wB97M-V/def2-TZVPD.

Geometry as ORCA input:
```
! RIJCOSX wB97M-V def2-TZVPD def2/J DEFGRID3
* xyz 0 1
C 0.27252 1.23277 0.81331
C -0.29922 -1.24079 -0.75037
H 0.95468 1.82581 1.41420
H -0.75414 1.13111 1.13000
H 0.26741 -1.77302 0.02083
H -0.94168 -1.84852 -1.37849
N 0.70248 0.67624 -0.25053
N -0.20204 -0.00360 -0.99895
*
```

The calculation puts the total energy at -5116.9198 eV. The value obtained for the LUMO energy is 0.041 Ha. The HOMO-LUMO gap is 0.406 hartree. For the largest force on an atom, the calculation gives 0.0251 hartree/bohr. The calculation puts the HOMO energy at -9.9 eV. Its energy relative to the best compared isomer or geometry (same formula, charge and spin) is 196.9 kJ/mol. The structure (SMILES) is C=NN=C.

This record from the Open Molecules 2025 dataset describes one molecule with the formula C16H22N2O5S. The level of theory is wB97M-V/def2-TZVPD.

Geometry as ORCA input:
```
! RIJCOSX wB97M-V def2-TZVPD def2/J DEFGRID3
* xyz 0 1
C -0.71257 -2.75296 1.50748
H -0.25354 -3.71508 1.69534
H -1.61920 -2.86355 0.92830
H -0.89318 -2.22976 2.43702
S 0.48515 -1.78074 0.55754
O 1.64751 -1.57960 1.36284
O 0.66158 -2.38762 -0.72845
N -0.25177 -0.28258 0.35023
C -1.61378 -0.26356 0.02399
C -2.51703 0.55931 0.68543
C -3.85848 0.56832 0.32485
C -4.31021 -0.25363 -0.71068
C -3.40776 -1.09875 -1.34489
C -2.07561 -1.10786 -0.98710
H -1.37795 -1.75533 -1.49164
H -3.77367 -1.73508 -2.13415
O -5.61828 -0.25106 -1.12561
C -6.34095 0.86916 -0.66537
C -6.06773 1.09635 0.82059
H -6.62728 1.95121 1.20244
O -4.70208 1.38775 1.02674
H -6.34522 0.19297 1.38080
H -7.39478 0.65462 -0.84692
H -6.04322 1.76458 -1.22802
H -2.21376 1.20603 1.49179
C 0.37232 0.82320 1.03532
H -0.14750 1.74505 0.76142
C 1.84883 0.99406 0.62792
O 2.61985 1.55388 1.37261
N 2.11428 0.57935 -0.62622
H 1.40424 0.01183 -1.06481
C 3.45060 0.43313 -1.18816
H 3.29165 0.20799 -2.24637
C 4.25479 -0.69454 -0.50757
C 5.66667 -0.13660 -0.34869
H 6.22449 -0.24560 -1.28163
C 5.41565 1.33877 -0.05736
H 5.03946 1.45266 0.95822
H 6.30469 1.95539 -0.18246
C 4.30777 1.70675 -1.04272
H 4.73487 1.96923 -2.01171
H 3.71089 2.54366 -0.68960
H 6.21947 -0.63506 0.44554
H 3.81737 -0.89020 0.47128
H 4.22321 -1.61864 -1.08280
H 0.35022 0.71251 2.12522
*
```

The calculation puts the total energy at -41001.6014 eV. The value obtained for the LUMO energy is 0.018 Ha. The HOMO-LUMO gap is 0.325 hartree. For the largest force on an atom, the calculation gives 0.0191 hartree/bohr. The calculation puts the HOMO energy at -8.4 eV. Its energy relative to the best compared isomer or geometry (same formula, charge and spin) is 147.5 kJ/mol. The structure (SMILES) is CS(=O)(=O)N(CC(=O)NC1CCCC1)c1ccc2c(c1)OCCO2.